Here is a 2-piece molecular cluster, C4H8O2 overall from the Open Molecules 2025 dataset. Energies are from the ωB97M-V functional and the def2-TZVPD basis.

```
14
Properties=species:S:1:pos:R:3:forces:R:3:nbo_charge:R:1
C -1.465128 0.552534 -0.955547 2.6841 4.5247 3.5148 -0.504
C -1.475839 1.283617 0.190129 0.2233 -0.2647 -1.9461 0.176
O -0.538605 2.250069 0.535093 1.2257 -1.3107 0.1708 -0.722
H -1.983670 -0.282987 -1.114685 -2.4755 -2.7414 -1.0016 0.209
H -0.594956 0.857641 -1.466068 0.7357 -0.3892 -1.4452 0.208
H -2.258683 1.328435 0.865713 -1.6362 -0.5645 1.3882 0.161
H 0.195914 1.769720 1.021142 -1.1288 0.8907 -0.8647 0.495
C 1.662250 -1.054386 -0.607217 -2.4459 0.7047 2.6013 -0.553
C 1.283046 -1.444016 0.676434 0.2752 2.1097 -4.1469 0.146
O 0.010810 -1.276050 1.168050 0.2213 0.1114 -0.5763 -0.706
H 2.646296 -1.197805 -0.993854 0.4526 0.0303 0.0756 0.209
H 0.991476 -0.272796 -1.031256 0.4976 -1.3288 -0.5529 0.187
H 2.168506 -1.542238 1.261910 -0.3624 -1.2744 1.6009 0.195
H -0.641418 -0.971732 0.450154 1.7334 -0.4978 1.1821 0.499
```
Positions in Å, forces in eV/Å.

The calculation puts the LUMO energy at 0.031 Eh. The total energy is -307.5639 a.u. The calculation puts the largest force on an atom at 6.327 eV/Å. The calculation puts the HOMO-LUMO gap at 0.3544 Eh.